P) DFT (wB97M-V/def2-TZVPD) results for one molecule with the formula C5H4S.

```
! RIJCOSX wB97M-V def2-TZVPD def2/J DEFGRID3
* xyz 0 1
C -0.36257 0.00054 0.00135
C 0.52739 -1.18507 -0.00663
C 1.80021 -0.74146 -0.00157
C 1.80379 0.73773 0.00092
C 0.53308 1.17903 0.00362
H 0.16260 -2.17699 0.01752
H 2.69757 -1.37311 0.02226
H 2.72495 1.35904 -0.02375
H 0.19387 2.21130 0.00781
S -1.97440 0.00220 -0.00062
*
```

HOMO energy	-8.984	eV
Kohn-Sham gap	7.48	eV

Q) DFT (wB97M-V/def2-TZVPD) results for one molecule with the formula C5H4S.

```
! RIJCOSX wB97M-V def2-TZVPD def2/J DEFGRID3
* xyz 0 1
C 1.07374 -1.13746 -0.03991
C -0.23931 -1.14356 0.01984
C -1.11076 -0.00970 -0.03922
C -0.48647 1.29484 0.03494
C 0.20955 2.26882 -0.02435
H 1.60648 -2.13008 -0.01786
H 1.64949 -0.23707 0.08924
H -0.87939 -2.04290 0.02020
H 0.90573 3.14222 -0.03309
S -2.72907 -0.00510 -0.00978
*
```

HOMO energy	-8.922	eV
Kohn-Sham gap	7.74	eV

R) DFT (wB97M-V/def2-TZVPD) results for one molecule with the formula C5H4S.

```
! RIJCOSX wB97M-V def2-TZVPD def2/J DEFGRID3
* xyz 0 1
C -0.18718 -1.50160 0.50020
C -1.18374 -2.05566 -0.08925
C 0.40226 -0.26472 0.91648
C -1.37822 -0.66309 -0.67249
C -0.47265 0.48077 -0.11364
S -2.20607 0.57970 0.25351
H 0.42447 -0.13969 2.02862
H 1.55582 -0.33668 0.61904
H -1.43904 -0.76500 -1.79062
H -0.12457 1.35016 -0.71267
*
```

HOMO energy	-9.258	eV
Kohn-Sham gap	9.57	eV

Q: Which of them is the most stable? A: P).

P) DFT (wB97M-V/def2-TZVPD) results for a 2-piece molecular cluster, C3H6O2S2 overall.

```
! RIJCOSX wB97M-V def2-TZVPD def2/J DEFGRID3
* xyz 0 1
C 1.40145 1.31981 0.98803
C -1.71614 -1.56256 0.07713
C -0.64115 -1.95037 -0.73089
O 0.07257 0.82857 0.93082
O 0.88896 0.89736 -1.58374
S 1.61567 3.05975 0.50523
S 0.95127 0.15047 -0.36842
H 1.86710 1.15227 1.92274
H -2.20465 -0.64239 -0.23700
H 0.37170 3.06604 -0.02634
H -1.93716 -2.13948 0.98068
H -0.59896 -1.33746 -1.66596
H -0.07066 -2.84200 -0.79228
*
```

HOMO energy	-8.992	eV
Kohn-Sham gap	9.46	eV

Q) DFT (wB97M-V/def2-TZVPD) results for one molecule with the formula C3H6O2S2.

```
! RIJCOSX wB97M-V def2-TZVPD def2/J DEFGRID3
* xyz 0 1
C -0.26714 0.03334 0.25025
C -1.22174 -1.11243 -0.05138
O -2.53737 -0.84710 -0.04516
O -0.73643 -2.22996 -0.09083
C 0.93845 0.05385 -0.74906
S 2.39016 1.05019 -0.36194
S 1.43395 2.64307 0.51078
H 0.11880 -0.04462 1.30510
H -0.97215 0.86505 0.21767
H -2.81216 -1.67018 -0.49361
H 1.32679 -0.93948 -0.44724
H 0.64785 0.01914 -1.80077
H 1.69099 2.17913 1.75618
*
```

HOMO energy	-9.185	eV
Kohn-Sham gap	9.61	eV

Q: Which of them is the most stable? A: Q).

P) DFT (wB97M-V/def2-TZVPD) results for one molecule with the formula C3H6O2S2.

```
! RIJCOSX wB97M-V def2-TZVPD def2/J DEFGRID3
* xyz 0 1
C -0.45052 0.32998 -0.79228
C -1.00087 -1.04701 -1.16339
O -0.94904 -1.37122 -2.50825
O -1.23796 -1.90250 -0.36248
C 0.27624 0.27870 0.55500
S 0.70853 2.00134 0.83660
S 1.03303 1.27651 3.26045
H 0.23311 0.48129 -1.62707
H -1.31484 0.99706 -0.66697
H -0.54476 -2.25096 -2.48062
H 1.27131 -0.18304 0.54082
H -0.34908 -0.16248 1.33212
H 2.32487 1.55234 3.07607
*
```

HOMO energy	-9.352	eV
Kohn-Sham gap	7.71	eV

Q) DFT (wB97M-V/def2-TZVPD) results for one molecule with the formula C3H6O2S2.

```
! RIJCOSX wB97M-V def2-TZVPD def2/J DEFGRID3
* xyz 0 1
C -1.57225 -1.19336 1.00948
C -0.78228 0.04408 -0.73645
C 0.39450 0.84114 -0.30882
O -3.46764 -0.43470 -0.68965
O -2.55162 1.23152 0.93721
S 1.89406 -0.01806 0.34269
S -2.38048 0.07132 0.11121
H -1.65651 -2.13180 0.66739
H -0.93718 -0.87030 1.73661
H -0.72416 -0.58194 -1.62618
H 0.18708 1.55418 0.48656
H 0.88476 1.27115 -1.16241
H 2.65211 1.25826 0.43092
*
```

HOMO energy	-9.678	eV
Kohn-Sham gap	8.73	eV

Q: Which of them is the most stable? A: P).

P) DFT (wB97M-V/def2-TZVPD) results for C4H9O2 as an isolated structure.

```
! RIJCOSX wB97M-V def2-TZVPD def2/J DEFGRID3
* xyz -1 1
C -1.18264 -0.23419 -1.03420
O -0.94751 1.15611 -1.30968
C 0.21438 -0.88212 -0.78643
C 0.86552 -0.15518 0.52484
C 0.47625 -0.90222 1.88900
O 0.57380 1.15582 0.57629
H -1.67354 -0.67095 -1.89830
H -1.68766 -0.37540 0.00806
H 0.30661 -1.95914 -0.84796
H 0.97677 -0.51107 -1.55673
H 1.98401 -0.16268 0.33373
H 0.06781 -1.84823 1.75858
H -0.18168 -0.22541 2.30241
H 1.18619 -1.17272 2.58874
H -0.22994 1.47242 -0.38067
*
```

HOMO energy	-3.184	eV
Kohn-Sham gap	7.56	eV

Q) DFT (wB97M-V/def2-TZVPD) results for an isolated ion of composition C4H9O2 and charge -1.

```
! RIJCOSX wB97M-V def2-TZVPD def2/J DEFGRID3
* xyz -1 1
C 1.02599 -0.90235 1.38946
O 1.69426 0.30139 1.37897
C -0.34974 -0.63877 0.66808
C -0.05274 0.06461 -0.68099
C -1.15661 0.92465 -1.24589
O 1.02609 0.96542 -0.91907
H 1.71108 -1.60542 0.70880
H 0.69747 -1.06044 2.39304
H -0.79804 0.27455 1.11204
H -0.87214 -1.60006 0.47870
H 0.00538 -0.79937 -1.47398
H -1.61761 1.72591 -0.62028
H -0.76615 1.40151 -2.18239
H -1.92149 0.19671 -1.57092
H 1.37425 0.75165 0.56441
*
```

HOMO energy	-2.713	eV
Kohn-Sham gap	7.17	eV

R) DFT (wB97M-V/def2-TZVPD) results for a 2-piece molecular cluster, C4H9O2 overall.

```
! RIJCOSX wB97M-V def2-TZVPD def2/J DEFGRID3
* xyz -1 1
C -1.78116 -1.43409 1.24982
C -1.77155 -1.45644 -0.25763
H -1.49192 -2.39978 1.67732
H -1.41098 -0.51699 1.72210
H -2.83398 -1.38281 1.58053
H -2.51261 -2.09622 -0.75432
H -1.82731 -0.40809 -0.60484
H -0.75000 -1.65672 -0.57609
C 2.02290 1.19596 0.56786
C 0.87370 0.79059 -0.42800
O -0.30515 0.95035 -0.07126
O 1.34951 0.38530 -1.52657
H 2.69334 1.83593 -0.00364
H 2.59833 0.28913 0.75669
H 1.52749 1.70560 1.37059
*
```

HOMO energy	-3.810	eV
Kohn-Sham gap	8.07	eV

Q: Which of them is the most stable? A: R).

P) DFT (wB97M-V/def2-TZVPD) results for a 2-piece molecular cluster, C4H12O overall.

```
! RIJCOSX wB97M-V def2-TZVPD def2/J DEFGRID3
* xyz 1 2
C 1.53516 1.14606 0.02368
C 2.47847 1.08086 -1.21238
H 0.63393 1.68304 -0.00002
H 1.41850 0.07980 0.36132
H 2.12912 1.51584 0.98027
H 3.33425 0.60090 -1.29512
H 2.75484 2.06232 -1.66650
H 1.78952 0.71439 -1.97806
C -1.31360 -1.28404 0.45110
C -2.27297 -0.28210 1.10250
O -1.50712 -1.38289 -0.91565
H -0.25367 -1.18959 0.55479
H -1.26326 -2.36072 0.91787
H -3.37143 -0.47905 0.79435
H -1.86003 -2.39714 -1.11060
H -1.94553 0.81995 0.83729
H -2.28616 -0.32765 2.15514
*
```

HOMO energy (alpha / beta)	-14.674 / -14.484	eV
Kohn-Sham gap (alpha / beta)	10.26 / 4.15	eV

Q) DFT (wB97M-V/def2-TZVPD) results for a 2-piece molecular cluster, C4H12O overall.

```
! RIJCOSX wB97M-V def2-TZVPD def2/J DEFGRID3
* xyz 1 2
C -0.96884 -2.61784 1.74211
C -0.77395 -1.03785 1.59526
H -0.73019 -2.95614 2.74716
H -1.88507 -2.68164 1.21775
H -0.27096 -3.14906 1.19217
H -0.43544 -0.66353 2.64095
H -1.66338 -0.51692 1.25208
H 0.13505 -0.86260 0.95193
C 0.24726 1.55607 -1.10687
C 1.68552 1.68721 -1.52533
O -0.59622 1.30053 -2.29202
H 0.29515 0.55792 -0.58756
H -0.01943 2.36297 -0.41338
H 2.29169 1.75573 -0.65893
H -1.23343 1.92553 -2.34345
H 1.83331 2.49279 -2.26116
H 2.08893 0.84682 -2.15069
*
```

HOMO energy (alpha / beta)	-14.787 / -14.593	eV
Kohn-Sham gap (alpha / beta)	11.24 / 4.15	eV

Q: Which of them is the most stable? A: Q).

P) DFT (wB97M-V/def2-TZVPD) results for a 2-piece molecular cluster, C3H8N2 overall.

```
! RIJCOSX wB97M-V def2-TZVPD def2/J DEFGRID3
* xyz 0 1
C 0.22146 -0.07165 -2.66750
N 0.50158 -1.29827 -2.38882
H -0.70734 0.27396 -3.01662
H 1.03779 0.71517 -2.52333
H 1.27946 -1.65657 -2.90743
C -1.39250 -0.01682 1.53118
C -0.39838 0.85706 1.50873
N 0.78775 0.53518 2.14087
H -1.28413 -0.73146 2.26947
H -2.12871 0.17488 0.79435
H -0.27217 1.69404 0.87497
H 0.87626 -0.48577 2.48617
H 1.59006 0.74579 1.52363
*
```

HOMO energy	-8.131	eV
Kohn-Sham gap	8.58	eV

Q) DFT (wB97M-V/def2-TZVPD) results for one molecule with the formula C3H8N2.

```
! RIJCOSX wB97M-V def2-TZVPD def2/J DEFGRID3
* xyz 0 1
C -0.95212 -1.30738 0.78770
C -1.20867 0.06390 0.17348
C 2.01043 0.91656 -1.05560
H -0.25886 -1.31388 1.75128
H -1.80646 -1.84573 1.16364
H -0.41535 -1.93818 -0.01601
H -1.90714 0.71918 0.67856
H -1.60816 -0.19203 -0.78367
H 0.40776 1.18279 0.73004
H 2.30832 1.67305 -0.29956
H 2.61716 0.74433 -1.91391
N 0.00787 0.87238 -0.13569
N 0.80522 0.42500 -1.08027
*
```

HOMO energy	-8.467	eV
Kohn-Sham gap	9.64	eV

Q: Which of them is the most stable? A: Q).